# C5H8O

The molecule C5H8O (wB97M-V/def2-TZVPD, OMol25).

Values from the calculation:
charge	0
E_HOMO	-9.38	eV
total energy	-7361.206	eV

Positions of all 14 atoms, in Å:
C -0.88 -0.95 -0.36
C -1.32 0.43 0.11
C -0.10 1.31 0.22
C 1.13 0.80 0.27
C 1.38 -0.69 0.14
O 0.21 -1.44 0.39
H -1.69 -1.68 -0.27
H -0.58 -0.89 -1.42
H -2.04 0.85 -0.60
H -1.84 0.38 1.08
H -0.24 2.39 0.22
H 2.01 1.44 0.32
H 2.17 -1.07 0.79
H 1.78 -0.88 -0.88